# 1
# C18H22AgN5O4

A structure of composition C18H22AgN5O4 in a non-equilibrium geometry (the ωB97M-V functional and the def2-TZVPD basis, the Open Molecules 2025 dataset).

Values from the calculation:
LUMO level: -0.04 eV
Orbital gap: 7.48 eV
HOMO level: -0.2762 Eh

Positions of all 50 atoms, in Å:
Ag  12.114  13.545  6.113
O  14.316  9.437  4.567
C  13.289  8.653  4.906
C  13.530  7.284  4.812
C  12.540  6.405  5.137
C  11.331  6.844  5.627
C  11.033  8.206  5.651
C  11.990  9.159  5.263
C  11.770  10.610  5.515
O  12.760  11.373  5.448
N  10.572  10.874  5.907
N  10.285  12.192  6.145
C  9.142  12.387  6.653
C  8.516  13.680  6.959
C  7.833  13.926  8.184
C  7.224  15.102  8.385
C  7.218  16.124  7.414
C  7.751  15.889  6.195
C  8.419  14.665  5.957
O  9.100  14.542  4.730
H  13.968  10.343  4.678
H  14.494  6.907  4.517
H  12.720  5.324  4.946
H  10.573  6.119  5.953
H  10.072  8.597  5.878
H  8.635  11.494  6.947
H  7.799  13.182  8.997
H  6.569  15.239  9.245
H  6.838  17.117  7.691
H  7.690  16.597  5.304
N  14.595  12.806  7.551
C  15.541  13.352  6.643
C  14.866  14.550  5.845
C  14.383  15.597  6.846
C  13.317  16.513  6.174
N  11.975  15.784  6.136
H  15.039  12.514  8.439
H  14.098  12.018  7.159
H  15.839  12.601  5.927
H  16.416  13.743  7.178
H  14.057  14.124  5.245
H  15.618  15.029  5.183
H  15.237  16.242  7.104
H  14.012  15.140  7.726
H  13.567  16.687  5.133
H  13.187  17.477  6.600
H  11.414  16.101  5.349
H  11.626  16.017  7.026
O  7.423  13.377  3.944
N  8.459  13.755  3.635

# 2
# C4H9NO2

The ion C4H9NO2 with charge +1 in a non-equilibrium geometry (the ωB97M-V functional and the def2-TZVPD basis, the Open Molecules 2025 dataset).

Values from the calculation:
LUMO level (alpha / beta): -3.57 / -9.11 eV
Orbital gap (alpha / beta): 11.02 / 5.41 eV
Total charge: +1
HOMO level (alpha / beta): -0.5361 / -0.5334 Eh
Multiplicity: 2
<S²>: 0.76

Positions of all 16 atoms, in Å:
C  0.330  0.482  1.902
C  0.254  -0.271  0.509
C  -0.444  0.715  -0.434
C  -0.984  0.061  -1.797
O  -1.702  -1.057  -1.603
O  -0.552  0.333  -2.866
N  1.457  -0.843  -0.006
H  1.233  1.139  1.966
H  0.492  -0.351  2.607
H  -0.574  1.030  2.191
H  -0.486  -1.098  0.704
H  -1.453  0.988  0.030
H  0.114  1.694  -0.715
H  -1.767  -1.363  -2.446
H  1.989  -0.335  -0.788
H  2.094  -1.124  0.747

# 3
# C9H11FN2O5

A structure of composition C9H11FN2O5 in a non-equilibrium geometry (the ωB97M-V functional and the def2-TZVPD basis, the Open Molecules 2025 dataset).

Values from the calculation:
LUMO level: 0.22 eV
Orbital gap: 8.37 eV
HOMO level: -0.2993 Eh

Positions of all 28 atoms, in Å:
O  4.905  0.116  -0.274
C  3.840  0.182  -0.077
N  3.175  1.508  -0.110
C  1.755  1.654  0.172
O  1.262  2.624  0.020
N  0.883  0.485  0.553
C  1.397  -0.797  0.767
C  2.764  -0.864  0.195
F  3.233  -2.105  0.307
H  0.864  -1.513  0.905
C  -0.541  1.023  0.840
O  -1.224  -0.237  1.147
C  -1.954  -1.014  0.115
C  -1.255  -1.717  -0.695
O  -0.755  -2.882  -0.104
H  -0.429  -3.555  -0.439
H  -1.988  -2.327  -1.399
H  -0.519  -1.336  -1.204
H  -2.671  -1.262  0.681
C  -2.508  0.479  -0.377
O  -3.659  0.971  0.024
H  -3.550  1.214  1.208
C  -1.253  1.466  -0.353
H  -1.597  2.443  -0.115
H  -0.637  1.437  -1.547
H  -2.689  0.253  -1.535
H  -0.469  1.364  1.645
H  3.619  2.389  -0.348

# 4
# H8O4

A cluster of 4 separate species, H8O4 in total (the ωB97M-V functional and the def2-TZVPD basis, the Open Molecules 2025 dataset).

Values from the calculation:
LUMO level: 0.34 eV
SMILES: O.O.O.O
Orbital gap: 11.28 eV
HOMO level: -0.4020 Eh

Positions of all 12 atoms, in Å:
O  18.557  -10.243  8.060
H  18.498  -9.764  7.223
H  18.634  -9.568  8.741
O  18.135  -10.289  5.133
H  19.020  -10.643  4.982
H  17.574  -11.061  5.266
O  18.593  -7.411  4.984
H  18.356  -8.350  4.949
H  17.874  -6.988  5.465
O  20.613  -5.133  5.173
H  21.232  -5.313  5.887
H  20.032  -5.907  5.149

# 5
# C3H4N2O

The molecule C3H4N2O in a non-equilibrium geometry (the ωB97M-V functional and the def2-TZVPD basis, the Open Molecules 2025 dataset).

Values from the calculation:
LUMO level: 0.26 eV
SMILES: N=C=C(N)C=O
Orbital gap: 9.37 eV
HOMO level: -0.3347 Eh

Positions of all 10 atoms, in Å:
N  -1.047  0.338  2.149
C  -0.635  0.099  1.029
C  -0.033  -0.063  -0.141
N  -0.662  -0.622  -1.285
C  1.305  0.520  -0.084
O  1.830  1.016  0.894
H  -1.592  -0.533  2.204
H  -0.893  0.066  -1.989
H  -0.069  -1.333  -1.702
H  1.796  0.512  -1.077

# 6
# C9H15EuN2

A structure of composition C9H15EuN2 in a non-equilibrium geometry (the ωB97M-V functional and the def2-TZVPD basis, the Open Molecules 2025 dataset).

Values from the calculation:
LUMO level (alpha / beta): 3.02 / 3.02 eV
Orbital gap (alpha / beta): 3.49 / 3.41 eV
Total charge: -1
HOMO level (alpha / beta): -0.0175 / -0.0145 Eh
Multiplicity: 8
<S²>: 15.77

Positions of all 27 atoms, in Å:
C  -2.430  0.764  -1.618
Eu  0.000  0.000  0.000
N  1.676  -0.117  1.196
N  1.020  -0.767  -1.868
H  1.630  -0.965  1.781
H  -1.541  1.194  -1.134
H  -3.351  1.301  -1.350
H  -2.548  -0.298  -1.334
H  -2.319  1.079  -2.742
H  1.407  -1.714  -1.751
H  1.794  -0.179  -2.207
H  0.371  -0.836  -2.663
H  2.577  -0.146  0.700
H  1.713  0.685  1.843
C  -1.709  -0.640  1.558
C  -2.037  -0.763  2.710
C  -2.068  -0.780  4.150
C  -3.074  -0.128  4.874
C  -3.014  -0.096  6.274
C  -1.952  -0.709  6.948
C  -0.949  -1.358  6.227
C  -1.004  -1.393  4.831
H  -3.888  0.368  4.361
H  -3.784  0.416  6.837
H  -1.900  -0.672  8.030
H  -0.120  -1.823  6.747
H  -0.207  -1.882  4.283

# 7
# C4H28NO11S

A cluster of 11 separate species, C4H28NO11S in total in a non-equilibrium geometry (the ωB97M-V functional and the def2-TZVPD basis, the Open Molecules 2025 dataset).

Values from the calculation:
LUMO level (alpha / beta): -0.16 / -3.49 eV
Orbital gap (alpha / beta): 10.17 / 6.60 eV
HOMO level (alpha / beta): -0.3797 / -0.3708 Eh
Multiplicity: 2
<S²>: 0.75

Positions of all 45 atoms, in Å:
C  1.995  -0.148  1.485
N  0.676  -0.193  2.104
C  0.461  -0.507  3.381
O  -0.677  -0.425  3.852
C  2.205  -1.510  0.696
C  1.311  -1.218  -0.576
S  2.397  -1.019  -2.059
H  1.995  0.707  0.792
H  2.853  0.002  2.124
H  -0.102  0.091  1.524
H  1.297  -0.822  4.022
H  3.268  -1.710  0.591
H  1.759  -2.220  1.372
H  0.725  -2.100  -0.825
H  0.600  -0.409  -0.411
H  0.347  0.881  -2.792
H  0.234  2.256  -2.236
O  -0.317  1.584  -2.690
H  -2.793  2.157  3.371
H  -1.660  1.269  3.043
O  -2.289  1.844  2.607
H  -2.729  -2.244  -3.092
H  -2.954  -1.743  -1.695
O  -2.964  -2.555  -2.207
H  -2.783  1.738  -2.936
H  -3.755  1.968  -1.862
O  -3.682  1.465  -2.672
H  2.456  1.581  -3.381
H  2.473  1.134  -1.920
O  2.367  1.934  -2.476
H  4.545  1.162  -0.556
H  4.278  -0.351  -0.937
O  4.621  0.245  -0.259
H  -1.085  -3.034  -0.007
H  -2.135  -3.761  -0.709
O  -1.280  -3.938  -0.275
H  -1.914  -2.746  2.081
H  -1.882  -1.317  2.804
O  -2.425  -1.964  2.330
H  -1.820  1.300  -0.234
H  -2.411  0.022  -0.262
O  -1.501  0.395  -0.197
H  0.868  4.296  -0.453
H  -0.481  3.511  -0.185
O  -0.090  4.394  -0.274

# 8
# C20H39Cl3N3O3SiTi

A structure of composition C20H39Cl3N3O3SiTi in a non-equilibrium geometry (the ωB97M-V functional and the def2-TZVPD basis, the Open Molecules 2025 dataset).

Values from the calculation:
LUMO level (alpha / beta): -0.73 / 0.08 eV
Orbital gap (alpha / beta): 5.23 / 7.40 eV
HOMO level (alpha / beta): -0.2192 / -0.2688 Eh
Multiplicity: 2
<S²>: 1.22

Positions of all 70 atoms, in Å:
C  1.782  -1.880  -3.642
C  1.079  -0.724  -2.976
H  2.197  -1.587  -4.615
H  1.057  -2.667  -3.861
H  2.606  -2.272  -3.037
C  0.203  0.065  -3.702
C  -0.299  -0.226  -5.054
H  -0.017  1.065  -3.367
H  -0.958  -1.110  -5.019
H  0.414  -0.408  -5.864
H  -0.959  0.585  -5.372
Ti  -0.184  -0.443  3.471
Cl  1.057  -1.431  5.064
Cl  -1.400  -2.419  3.174
C  0.373  2.332  3.595
O  -0.634  1.554  3.630
N  0.418  3.406  2.831
C  -0.834  4.061  2.456
C  1.599  4.247  2.742
H  1.260  2.155  4.220
H  -1.619  3.301  2.448
H  -0.731  4.508  1.458
H  -1.069  4.854  3.190
H  2.531  3.675  2.844
H  1.595  5.041  3.510
H  1.627  4.768  1.773
H  -1.727  -1.940  -1.228
H  -2.646  0.764  -2.438
C  -2.624  -1.530  -0.744
C  -3.158  0.779  -1.464
N  -2.488  -0.105  -0.501
H  -2.773  -2.056  0.190
C  -1.878  0.353  0.624
O  -1.285  -0.358  1.424
H  -3.159  1.822  -1.101
H  -1.932  1.467  0.774
H  -3.473  -1.676  -1.417
H  -4.195  0.437  -1.626
O  0.673  -1.333  -1.450
C  1.588  -0.252  -1.603
C  0.078  1.794  -1.109
C  1.339  1.192  -1.145
H  -0.786  1.136  -1.156
C  -0.113  3.178  -1.052
H  2.609  -0.585  -1.306
C  2.443  2.056  -0.849
H  -1.102  3.610  -1.215
C  0.977  4.012  -0.786
C  2.248  3.437  -0.669
H  3.457  1.636  -0.746
H  0.827  5.098  -0.695
H  3.103  4.071  -0.430
Si  0.486  -3.669  -0.499
Cl  1.627  0.172  2.500
C  -1.178  -4.729  -0.399
C  1.121  -3.962  1.294
C  1.967  -4.367  -1.502
H  -1.985  -4.160  -0.886
H  -1.460  -4.834  0.671
H  -1.176  -5.765  -0.792
H  1.758  -4.528  -2.568
H  2.372  -5.324  -1.101
H  2.734  -3.605  -1.374
H  1.337  -2.961  1.679
H  2.015  -4.604  1.362
H  0.375  -4.430  1.950
N  -1.638  -0.206  5.160
H  -1.040  0.171  5.897
H  -2.017  -1.116  5.463
H  -2.395  0.461  4.967